Record 1
C5H8 in the gas phase. Source: the Open Molecules 2025 dataset; level of theory: ωB97M-V/def2-TZVPD.

Computed properties:
HOMO level = -9.755 eV
Kohn-Sham gap = 0.3999 hartree
SMILES string = C#CCCC
Energy relative to the best compared isomer or geometry (same formula, charge and spin) = 152.2 kJ/mol

Last column: natural (NBO) charge in e.
Positions of all 13 atoms, in Å:
C (-0.88843, 0.47306, 0.11618)  -0.3759
C (0.41524, -0.30322, 0.47572)  -0.4869
C (1.88980, -0.32805, -1.74173)  -0.2622
C (1.24157, -0.36018, -0.70963)  -0.0104
C (-1.85992, 0.33339, 1.31696)  -0.6178
H (0.92796, 0.28883, 1.26239)  0.2288
H (0.20999, -1.31792, 0.85561)  0.2291
H (-1.98291, -0.71185, 1.62993)  0.2073
H (-2.90089, 0.69932, 1.06444)  0.2130
H (-1.33401, -0.01687, -0.81301)  0.2071
H (-0.52851, 1.51343, -0.13059)  0.2134
H (2.32878, -0.29359, -2.76455)  0.2483
H (-1.50994, 0.94870, 2.15081)  0.2065

Forces on the atoms, in the same order (eV/Å):
-0.02 -0.98 -0.27
-0.29 0.57 0.23
-0.65 -0.02 -0.05
1.67 0.00 -1.99
-1.04 1.04 -0.86
-0.14 -0.55 -0.26
0.00 0.41 -0.09
0.26 0.26 -0.08
1.13 -0.29 0.20
0.54 0.84 1.12
-0.94 -0.93 0.28
-0.50 -0.09 1.70
-0.03 -0.26 0.07

***

Record 2
A molecular structure, C12H19BBeF3NO4SSi. Source: the Open Molecules 2025 dataset; level of theory: ωB97M-V/def2-TZVPD.

Computed properties:
HOMO level = -14.870 eV
Kohn-Sham gap = 0.0784 hartree
Charge = +2

Last column: natural (NBO) charge in e.
Positions of all 43 atoms, in Å:
S (3.88475, -1.66994, -2.37076)  2.5471
Si (-0.34444, 0.90006, 1.24857)  1.6505
F (2.12613, 0.72858, -2.71194)  -0.3337
F (1.05361, -1.06042, -3.23755)  -0.3042
F (3.42668, -1.58451, -3.82401)  -0.4279
O (4.95224, -0.76298, -2.18130)  -0.8635
O (4.08945, -3.02517, -2.01901)  -0.8822
O (0.55479, -3.44417, -1.70601)  -0.8746
O (1.51274, -4.34148, 0.26558)  -0.8849
N (2.58548, -1.09250, -1.48312)  -0.6882
C (0.38855, 0.09129, -1.34414)  -0.4723
C (-3.21513, 1.09649, 1.33335)  -0.1107
C (2.22921, -1.96521, -0.35115)  -0.5850
C (-0.59283, -0.87468, 1.82043)  -1.1069
C (-2.01691, 1.50653, 0.69197)  -0.4117
C (-2.09391, 2.38184, -0.42609)  -0.1664
C (-3.32893, 2.80410, -0.88056)  -0.1913
C (-4.43858, 1.53362, 0.86799)  -0.2015
C (1.55303, -0.39460, -2.18339)  0.8292
C (0.36393, 1.87276, 2.80920)  -1.1066
C (-4.50398, 2.37489, -0.25132)  -0.0271
C (0.82532, 1.06320, -0.22716)  -0.8568
B (1.39131, -3.29755, -0.64764)  1.1314
Be (0.56513, 3.30026, 4.86744)  1.0423
H (-5.34871, 1.20382, 1.34281)  0.2517
H (-0.18485, -3.99474, -1.42463)  0.5114
H (-0.22420, 2.77614, 3.04753)  0.2182
H (-0.21307, -0.75762, -1.02644)  0.2340
H (0.39583, 1.15957, 3.64306)  0.2736
H (1.14307, -4.05848, 1.10907)  0.4900
H (-0.98470, -1.48879, 1.01377)  0.2720
H (-1.35407, -0.89828, 2.59906)  0.2593
H (3.16255, -2.29894, 0.09448)  0.2810
H (1.83256, 0.79122, 0.09119)  0.2696
H (-3.18881, 0.43551, 2.18614)  0.2183
H (-5.45810, 2.69847, -0.63632)  0.2526
H (0.31914, -1.32051, 2.20996)  0.2555
H (-0.23498, 0.64892, -2.03853)  0.2593
H (-1.21754, 2.71980, -0.95506)  0.2334
H (-3.38385, 3.44639, -1.74575)  0.2547
H (0.83938, 2.08911, -0.58200)  0.2650
H (1.73208, -1.41611, 0.44673)  0.2077
H (1.40063, 2.12409, 2.56554)  0.2877

Forces on the atoms, in the same order (eV/Å):
2.15 -0.04 1.22
-1.09 -1.13 -1.61
0.26 0.11 -0.15
-0.22 -0.36 -0.04
-0.34 0.10 -0.13
-0.28 0.36 -0.43
-0.69 -0.26 -0.26
-0.10 0.95 0.37
-0.76 0.85 -0.04
-1.12 -0.43 -0.28
-0.31 0.19 0.23
-0.46 0.33 -0.30
0.30 -0.53 -0.26
0.03 0.41 0.38
0.75 0.26 0.40
-0.95 0.16 0.04
0.51 -0.11 -0.15
0.23 -0.31 0.14
0.02 1.03 -0.13
1.11 1.10 1.95
0.28 0.00 0.10
0.14 -0.40 0.60
0.25 -0.90 0.01
0.10 -0.57 -0.73
-0.10 0.00 0.07
0.14 -0.63 -0.49
-0.51 -0.04 -0.61
0.10 -0.14 0.14
-0.38 -0.31 -0.09
0.43 -0.42 0.39
0.08 0.03 -0.23
0.04 -0.06 0.20
0.11 -0.01 0.05
0.16 0.23 0.09
0.06 -0.08 0.07
-0.15 0.03 0.01
0.05 -0.06 0.09
-0.09 -0.09 -0.19
0.19 -0.01 0.07
-0.07 0.08 -0.06
0.22 0.10 -0.07
-0.09 0.41 -0.14
0.03 0.17 -0.23

***

Record 3
C16H22N2O in the gas phase. Source: the Open Molecules 2025 dataset; level of theory: ωB97M-V/def2-TZVPD.

Computed properties:
HOMO level = -8.136 eV
Kohn-Sham gap = 0.3253 hartree
Energy relative to the best compared isomer or geometry (same formula, charge and spin) = 100.4 kJ/mol

Last column: natural (NBO) charge in e.
Positions of all 41 atoms, in Å:
O (-3.25091, -1.14198, -0.63296)  -0.7151
N (0.06728, 0.85180, 1.11529)  -0.4603
N (-0.03325, 0.40721, -1.26194)  -0.4646
C (0.73618, 1.01239, -0.17511)  0.0908
C (4.20960, 0.14178, 1.06016)  -0.2077
C (-1.15041, -2.72851, 0.61139)  -0.6063
C (-1.31967, 1.07947, -1.36013)  -0.2161
C (4.11240, -0.29428, -1.29206)  -0.2263
C (-3.43589, 1.71942, -0.12499)  -0.6064
C (-2.11430, 0.96469, -0.04536)  -0.1096
C (-0.23471, -1.01211, -1.00632)  -0.2325
C (2.88793, 0.55065, 1.04037)  -0.2058
C (-2.35064, -0.53155, 0.26121)  0.1069
C (-1.21737, 1.52950, 1.07239)  -0.2094
C (-0.98047, -1.24237, 0.31990)  -0.1100
C (2.16415, 0.52512, -0.14469)  -0.0686
C (-0.13698, -0.55784, 1.40945)  -0.2248
C (2.79063, 0.11432, -1.31416)  -0.1559
C (4.82381, -0.28696, -0.10433)  -0.2159
H (2.23210, 0.11938, -2.23783)  0.2204
H (-2.87184, -1.11374, -1.51865)  0.4594
H (-4.09013, 1.25647, -0.86020)  0.2248
H (-0.63042, -0.63510, 2.38306)  0.2006
H (-3.26737, 2.75670, -0.40685)  0.2062
H (-1.13794, 2.13277, -1.59423)  0.2055
H (4.58934, -0.61686, -2.20621)  0.2109
H (4.76287, 0.16082, 1.98787)  0.2117
H (0.74421, -1.49591, -0.96248)  0.2189
H (-1.03933, 2.59629, 0.90714)  0.2011
H (-3.93876, 1.69732, 0.83959)  0.2111
H (5.85513, -0.60766, -0.08761)  0.2117
H (-1.70250, 1.41048, 2.04583)  0.1999
H (-1.87637, 0.64750, -2.19858)  0.1892
H (-0.18689, -3.23330, 0.58822)  0.2084
H (-0.78067, -1.44150, -1.85343)  0.1897
H (-2.84495, -0.62312, 1.23774)  0.1798
H (0.83941, -1.04372, 1.47761)  0.2142
H (-1.59479, -2.86934, 1.59455)  0.2107
H (0.77321, 2.09352, -0.37909)  0.2094
H (2.40405, 0.89401, 1.94193)  0.2304
H (-1.80574, -3.18577, -0.12651)  0.2235

Forces on the atoms, in the same order (eV/Å):
-0.17 -0.15 -0.38
0.33 0.25 0.18
0.28 0.15 -0.28
-0.11 0.23 -0.02
0.07 0.01 0.05
0.03 0.34 -0.14
-0.11 0.00 0.19
0.07 -0.01 -0.05
0.31 -0.21 -0.05
-0.28 0.05 0.01
-0.11 -0.09 0.17
-0.02 0.01 -0.04
0.50 0.30 0.30
-0.12 -0.06 -0.16
-0.13 -0.24 0.06
0.09 0.00 0.00
-0.11 -0.14 -0.11
-0.02 0.02 0.03
0.10 -0.03 0.00
-0.07 -0.02 -0.08
-0.06 -0.04 0.00
-0.09 0.02 -0.04
0.01 -0.07 0.02
-0.01 0.15 -0.01
-0.10 0.01 -0.03
0.04 -0.03 -0.07
0.04 0.00 0.07
-0.09 -0.12 -0.03
-0.08 0.03 0.01
-0.12 0.03 0.12
0.08 -0.03 0.00
-0.06 0.06 0.00
-0.04 0.07 -0.03
0.12 -0.09 0.03
0.04 -0.07 -0.02
0.09 0.05 0.01
-0.07 -0.09 0.06
-0.06 -0.07 0.13
-0.10 -0.13 0.03
-0.06 0.01 0.09
-0.03 -0.09 -0.02

***

Record 4
C7H14OSi in the gas phase. Source: the Open Molecules 2025 dataset; level of theory: ωB97M-V/def2-TZVPD.

Computed properties:
HOMO level = -8.879 eV
Kohn-Sham gap = 0.3540 hartree
SMILES string = C=C(C)[Si](C)(O)C(=C)C
Energy relative to the best compared isomer or geometry (same formula, charge and spin) = 111.9 kJ/mol

Last column: natural (NBO) charge in e.
Positions of all 23 atoms, in Å:
Si (0.47720, 0.10007, 0.81806)  1.8364
O (1.87509, 0.06791, 1.64966)  -1.0935
C (-0.80420, -0.92449, 1.67609)  -1.2083
C (-0.25789, 1.85828, 0.43054)  -0.4118
C (1.55537, -2.49077, -0.79555)  -0.6851
C (-1.21322, 2.13158, -0.60391)  -0.6452
C (0.02605, 2.76669, 1.38605)  -0.3792
C (0.83110, -1.16499, -1.07246)  -0.2980
C (0.37261, -0.82717, -2.24914)  -0.4625
H (-0.48192, 3.76500, 1.46190)  0.1947
H (-1.03014, -0.40153, 2.70398)  0.2506
H (-2.01892, 1.49583, -0.49755)  0.2205
H (-0.86324, 2.01822, -1.65867)  0.2161
H (-1.66216, -1.31538, 1.02615)  0.2675
H (0.39600, -1.59921, -3.09079)  0.1871
H (2.58083, -0.15620, 1.00461)  0.5098
H (0.83833, -3.29051, -0.83912)  0.2206
H (0.68507, 2.45939, 2.12002)  0.1908
H (2.18566, -2.83898, -1.59587)  0.2187
H (-1.54845, 3.11105, -0.58463)  0.2091
H (-0.11560, 0.25310, -2.40901)  0.2016
H (2.05310, -2.44769, 0.20690)  0.2078
H (-0.40201, -1.93880, 1.89555)  0.2523

Forces on the atoms, in the same order (eV/Å):
-1.34 -1.21 -3.92
1.19 -0.06 -0.45
-0.67 -0.91 1.17
2.22 -0.41 2.27
-0.68 0.79 0.65
0.95 -0.26 -2.70
-1.72 0.26 -1.75
0.73 1.11 3.46
-1.47 1.62 -1.90
0.67 -0.97 -0.19
-0.26 -1.18 -2.01
-2.02 -1.44 0.02
0.10 -0.25 0.82
0.61 1.57 0.98
0.01 1.42 0.80
-0.32 0.32 0.83
-0.72 -0.45 0.77
1.34 -0.03 1.73
0.96 0.54 -0.26
-0.82 2.10 0.38
1.03 -2.85 0.03
-0.22 -0.44 -1.02
0.42 0.73 0.29

***

Record 5
A gas-phase ion, C6H8N4 (charge +2). Source: the Open Molecules 2025 dataset; level of theory: ωB97M-V/def2-TZVPD.

Computed properties:
HOMO level (spin up / spin down) = -17.498 / -17.499 eV
Kohn-Sham gap (spin up / spin down) = 0.2411 / 0.2412 hartree
SMILES string = CC#[N+]/C=[NH+]\c1cnc[nH]1
Energy relative to the best compared isomer or geometry (same formula, charge and spin) = 15.0 kJ/mol
Charge = +2

Last column: natural (NBO) charge in e.
Positions of all 18 atoms, in Å:
N (0.23697, -1.27477, -1.22191)  -0.3129
N (-1.42747, 1.71556, 1.48320)  -0.3792
N (0.37478, 0.97269, -1.46839)  -0.3425
N (0.57731, 2.09358, 0.65100)  -0.4810
C (-0.20299, 2.23079, 1.72035)  0.2834
C (0.25106, -2.05365, -0.39454)  0.8104
C (0.14619, -2.99375, 0.59356)  -0.8369
C (0.38220, -0.23121, -1.95660)  0.3155
C (-1.41946, 1.11172, 0.30141)  0.0188
C (-0.14015, 1.26969, -0.26126)  0.1109
H (1.56645, 2.07738, 0.66987)  0.4431
H (0.72066, -0.41118, -2.91086)  0.2701
H (0.69247, 1.72042, -2.10727)  0.4795
H (0.13361, -4.01014, 0.10469)  0.3688
H (-0.64358, -2.80864, 1.32508)  0.3520
H (-2.38037, 0.74546, -0.05151)  0.2697
H (0.00742, 3.03789, 2.39419)  0.2618
H (1.12489, -3.19183, 1.12899)  0.3684

Forces on the atoms, in the same order (eV/Å):
-0.75 -1.40 1.36
0.64 0.55 1.18
0.23 -0.53 -1.70
-1.04 -1.88 -1.67
-2.08 0.86 -1.26
-0.17 -0.43 0.63
1.55 -3.10 1.34
0.67 3.31 -1.07
0.42 0.07 0.35
-0.26 1.29 2.52
1.21 0.62 0.04
0.45 -0.05 -2.39
0.06 -0.18 0.29
-0.81 0.68 0.18
-0.15 -0.04 -0.19
0.47 -0.23 -0.49
0.21 -0.44 1.11
-0.65 0.90 -0.25

***

Number 1: F_max 0.0506 hartree/bohr. Number 2: F_max 0.0486 hartree/bohr. Number 3: F_max 0.0127 hartree/bohr. Number 4: F_max 0.0840 hartree/bohr. Number 5: F_max 0.0723 hartree/bohr.